Record 1
Molecular formula: C13H12BN3O3
Method: DFT, wB97M-V/def2-TZVPD

Atoms and positions in Å:
C1 -0.09219 -4.24862 0.81093
H1 1.89756 -0.41014 -2.41687
C2 0.33979 2.68361 2.25267
N1 -1.15343 -2.36846 -0.25371
C3 -0.50310 -3.79475 2.05604
C4 0.69453 1.34459 -1.42745
H2 -1.21656 4.11931 1.96699
C5 1.92315 0.51390 1.25667
N2 -0.38897 3.72372 1.48147
H3 3.05250 -1.13087 -0.06085
C6 -0.60531 3.43231 0.04226
C7 -1.24104 -2.62311 2.13845
B1 0.01792 1.77207 -2.86609
C8 0.94407 1.69770 1.16517
H4 -0.13768 -3.81575 -1.29987
C9 2.30248 -0.25997 -0.05894
H5 2.35994 0.25960 2.27508
O1 0.37323 2.65625 3.50277
O2 0.72820 2.41721 -3.93342
C10 -0.43895 -3.50391 -0.30474
H6 0.41295 1.95362 -4.74950
H7 -0.25024 -4.34892 2.95344
C11 -1.53973 -1.95274 0.96318
C12 0.31985 2.16390 -0.17491
H8 0.48475 -5.15944 0.70950
H9 -1.90296 2.01547 -2.24422
H10 -2.11692 -1.03382 0.97568
H11 -1.58190 0.46973 -2.65980
O3 -1.31479 4.08877 -0.75500
C13 1.67528 0.12824 -1.43895
H12 -1.57715 -2.23917 3.09355
N3 -1.46526 1.44967 -2.99952

Calculated values
HOMO ... -0.3394 Eh
2S+1 ... 1
Orbital gap ... 8.1 eV
SMILES ... NB(O)c1cccc2c1C(=O)NC2=O.c1ccncc1

***

Record 2
Molecular formula: CHClN2O2S
Method: DFT, wB97M-V/def2-TZVPD

Atoms and positions in Å:
C1 -1.08080 0.09007 -1.18572
N1 -1.80152 0.45268 -1.95781
N2 1.22818 0.35703 0.09626
O1 -0.97865 0.15909 1.34942
H1 1.91803 -0.39807 0.13952
O2 -0.21187 -1.82934 0.02514
Cl1 1.20782 1.59918 1.28776
S1 -0.28118 -0.43064 0.24544

Calculated values
HOMO ... -0.4171 Eh
2S+1 ... 1
Orbital gap ... 11.0 eV